[1]
C7H10FN2O | ωB97M-V/def2-TZVPD

```
21
C7H10FN2O | OMol25 | ωB97M-V/def2-TZVPD
C -0.56 2.71 -0.96
C 0.25 1.78 -0.45
C -1.92 1.20 -0.15
C 2.89 -2.64 1.17
C 2.70 -2.27 -0.25
C 1.90 -1.69 0.79
C -3.18 0.47 0.07
N -1.91 2.36 -0.75
N -0.62 0.79 0.02
O 1.03 -0.92 1.10
F -4.01 0.55 -0.98
H -0.32 3.62 -1.50
H 2.57 -3.62 1.47
H 3.75 -2.48 1.83
H 3.43 -1.86 -0.96
H 2.16 -3.08 -0.86
H -3.72 1.05 0.94
H -2.95 -0.57 0.24
H -2.77 2.80 -0.91
H -0.01 0.04 0.58
H 1.30 1.78 -0.45
```

## Properties
spin multiplicity	3
E_HOMO (alpha / beta)	-9.80 / -14.08	eV
frontier orbital gap (alpha / beta)	6.8 / 7.8	eV
total charge	+1
energy above the lowest of the compared OMol25 structures with the same formula, charge and spin	68.7	kJ/mol
LUMO (alpha / beta)	-3.0 / -6.3	eV

Atom charges from the Löwdin analysis, given in e for atoms 1 to 6:
1. C -0.0231
2. C -0.0178
3. C -0.2212
4. C -0.0510
5. C -0.0372
6. C -0.3917

[2]
C25H46I2O14 | ωB97M-V/def2-TZVPD

```
87
C25H46I2O14 | OMol25 | ωB97M-V/def2-TZVPD
C 8.66 -1.02 2.91
C 8.70 0.60 2.82
I 10.69 1.48 2.62
C 7.50 1.36 2.87
I 7.64 3.54 2.72
C 6.06 0.65 3.01
O 5.73 0.15 4.12
O 5.29 0.59 1.84
C 4.63 -0.71 1.69
C 3.05 -0.61 1.86
C 2.56 -0.11 3.31
C 0.98 -0.53 3.40
C 2.59 1.49 3.49
H 8.75 -1.38 1.83
H 7.67 -1.40 3.37
H 9.48 -1.43 3.58
H 4.82 -1.05 0.60
H 5.12 -1.53 2.34
H 2.63 -1.68 1.74
H 2.60 -0.01 1.00
H 3.18 -0.56 4.16
H 0.93 -1.67 3.32
H 0.55 -0.11 4.37
H 0.49 0.00 2.51
H 2.44 1.70 4.62
H 1.68 1.97 2.97
H 3.58 1.97 3.17
C -2.45 -5.54 -0.71
C -1.51 -5.41 0.47
O -1.33 -4.04 0.84
C -2.33 -3.49 1.54
O -3.34 -4.05 1.90
O -2.03 -2.20 1.77
C -3.05 -1.47 2.44
H -2.10 -4.92 -1.54
H -2.50 -6.58 -1.05
H -3.45 -5.20 -0.46
H -0.53 -5.80 0.21
H -1.87 -5.99 1.33
H -3.36 -1.97 3.36
H -3.91 -1.33 1.77
H -2.65 -0.49 2.70
C 0.15 -1.00 -3.99
C -0.15 -2.44 -3.61
O -0.78 -3.13 -4.70
C 0.03 -3.55 -5.68
O 1.23 -3.39 -5.72
O -0.72 -4.14 -6.63
C 0.02 -4.55 -7.78
H -0.76 -0.51 -4.35
H 0.54 -0.45 -3.13
H 0.88 -0.95 -4.80
H -0.85 -2.46 -2.77
H 0.76 -2.97 -3.29
H 0.88 -5.17 -7.50
H 0.35 -3.67 -8.34
H -0.64 -5.14 -8.41
C -2.20 5.33 -6.00
C -2.98 4.87 -4.78
O -3.98 3.91 -5.14
C -3.54 2.66 -5.35
O -2.40 2.28 -5.25
O -4.59 1.90 -5.71
C -4.25 0.56 -6.05
H -2.89 5.69 -6.77
H -1.51 6.13 -5.74
H -1.63 4.51 -6.44
H -3.50 5.72 -4.34
H -2.31 4.46 -4.01
H -3.67 0.09 -5.25
H -3.69 0.55 -6.99
H -5.17 0.00 -6.19
C -2.60 3.21 7.25
C -1.57 3.37 6.15
O -2.04 2.80 4.92
C -2.91 3.55 4.23
O -3.32 4.64 4.54
O -3.28 2.86 3.13
C -4.28 3.50 2.35
H -2.90 2.16 7.35
H -2.20 3.56 8.20
H -3.51 3.78 7.03
H -0.66 2.83 6.42
H -1.29 4.42 6.00
H -3.98 4.52 2.09
H -5.23 3.50 2.88
H -4.39 2.94 1.42
```

## Properties
E_HOMO	-9.05	eV
frontier orbital gap	8.5	eV
energy above the lowest of the compared OMol25 structures with the same formula, charge and spin	266.4	kJ/mol
LUMO	-0.5	eV

Atom charges from the Löwdin analysis, given in e for atoms 1 to 6:
1. C -0.1389
2. C -0.7436
3. I 0.7343
4. C -0.6061
5. I 0.7354
6. C -0.4289

[3]
C5H30N2O9 | ωB97M-V/def2-TZVPD

```
46
C5H30N2O9 | OMol25 | ωB97M-V/def2-TZVPD
C 0.89 0.44 0.13
C 0.40 1.19 -1.13
C -0.99 1.20 -1.73
C -2.22 1.42 -1.28
N 1.51 -0.84 -0.26
C 1.88 -1.65 0.91
N 1.25 -2.97 0.98
H 0.05 0.41 0.82
H 1.67 1.04 0.60
H 0.60 2.26 -1.06
H 1.13 0.90 -1.88
H -0.88 1.11 -2.81
H -3.07 1.24 -1.92
H -2.39 1.51 -0.21
H 0.81 -1.33 -0.82
H 1.85 -1.16 1.88
H 2.92 -1.96 0.75
H 1.32 -3.39 0.07
H 0.27 -2.97 1.25
H 2.90 0.22 -2.43
H 2.72 -1.18 -1.99
O 3.20 -0.67 -2.67
H 0.10 4.52 -1.78
H -0.94 3.67 -1.16
O -0.80 4.21 -1.95
H 1.23 2.01 3.76
H 0.25 1.04 3.03
O 1.18 1.25 3.18
H -0.93 -2.46 -2.29
H -1.47 -1.13 -1.75
O -1.23 -2.03 -1.48
H 0.22 -1.19 -3.98
H 1.49 -1.93 -3.96
O 0.57 -2.03 -3.65
H -1.82 0.18 2.98
H -1.69 -0.32 1.56
O -1.78 0.51 2.07
H 0.27 -0.99 4.08
H -0.92 -1.53 3.25
O -0.69 -0.98 4.01
H -0.97 3.26 2.17
H -1.16 2.22 1.10
O -0.77 3.10 1.24
H -2.76 -2.01 0.92
H -1.35 -2.20 0.33
O -1.83 -1.98 1.15
```

## Properties
E_HOMO	-9.14	eV
frontier orbital gap	9.3	eV
energy above the lowest of the compared OMol25 structures with the same formula, charge and spin	217.7	kJ/mol
LUMO	0.2	eV
SMILES string	C=CCCNCN.O.O.O.O.O.O.O.O.O

Atom charges from the Löwdin analysis, given in e for atoms 1 to 6:
1. C -0.2051
2. C -0.1646
3. C -0.1978
4. C 0.0190
5. N -0.0623
6. C -0.2776